Entry 1:
CH8N2S2 | ωB97M-V/def2-TZVPD

## Properties
Total energy (a.u.): -948.7498
Kohn-Sham gap (Eh): 0.3339
Lowest unoccupied orbital energy (eV): 0.2

The geometry in XYZ format:
```
13
Properties=species:S:1:pos:R:3:mulliken_charge:R:1
S 1.6143 3.2097 -1.9820 -0.16
S -0.3119 3.7184 -2.6623 -0.17
N 0.0175 -4.4344 3.9022 -0.57
N -1.9707 -4.5000 2.3519 -0.50
C -0.5731 -4.8382 2.6551 -0.45
H -0.0047 -4.2421 1.9312 0.34
H -2.1834 -3.5210 2.2927 0.19
H 1.7892 4.2141 -1.1579 0.16
H -0.5025 -5.8816 2.3684 0.35
H -0.0300 -3.4366 3.9983 0.24
H -0.4532 -4.8317 4.7085 0.21
H -0.0945 3.5205 -3.9975 0.17
H -2.6802 -5.0637 2.8003 0.19
```

Entry 2:
CH8N3 | ωB97M-V/def2-TZVPD

## Properties
Total energy (a.u.): -206.8970
Kohn-Sham gap (Eh): 0.3965
Lowest unoccupied orbital energy (eV): -4.0
Net charge: +1

The geometry in XYZ format:
```
12
Properties=species:S:1:pos:R:3:mulliken_charge:R:1
N -0.5095 -1.4214 1.3737 -0.88
N 1.1488 1.4200 -0.4319 -0.32
N -0.7922 -0.0141 -0.8234 -0.49
C 0.1764 0.9447 -1.1830 0.14
H -1.3770 -1.9908 1.2036 0.30
H -0.3984 -0.5685 0.1440 0.39
H -0.6817 -0.7617 2.1398 0.31
H 1.3064 2.4647 -0.6476 0.32
H 0.3823 -1.9324 1.4852 0.30
H 0.2875 1.4041 -2.2084 0.32
H 1.3456 1.2525 0.5218 0.25
H -0.8882 -0.7970 -1.5737 0.35
```

Entry 3:
CH8N3O | ωB97M-V/def2-TZVPD

## Properties
Total energy (a.u.): -282.1838
Kohn-Sham gap (Eh): 0.4493
Lowest unoccupied orbital energy (eV): -3.2
Net charge: +1

The geometry in XYZ format:
```
13
Properties=species:S:1:pos:R:3:mulliken_charge:R:1
O 1.3201 -2.4029 0.9900 -0.70
N -1.3743 1.5733 -0.9254 -0.40
N -0.3459 -0.5458 -0.5011 -0.41
N 0.3906 1.4208 0.6375 -0.33
C -0.4375 0.8473 -0.2947 0.64
H 0.2617 2.3894 0.9561 0.23
H -1.7627 2.5503 -0.6825 0.29
H -2.0674 1.0675 -1.5214 0.24
H 2.1492 -2.7708 0.5187 0.36
H 1.0329 -3.2698 1.3630 0.33
H 0.9729 0.9716 1.2399 0.20
H 0.5788 -1.0508 -0.2690 0.26
H -0.7184 -0.7799 -1.5112 0.29
```

Entry 4:
CH8N3O | ωB97M-V/def2-TZVPD

## Properties
Total energy (a.u.): -282.2100
Kohn-Sham gap (Eh): 0.4484
Lowest unoccupied orbital energy (eV): -3.5
Net charge: +1

The geometry in XYZ format:
```
13
Properties=species:S:1:pos:R:3:mulliken_charge:R:1
O -2.4975 0.1060 -0.6667 -0.69
N 0.0655 0.9370 0.8420 -0.48
N 0.2477 -1.1242 -0.2532 -0.33
N 2.0810 -0.1328 0.7712 -0.39
C 0.7786 -0.1447 0.4691 0.62
H 2.4228 0.6903 1.2480 0.27
H -0.6105 -0.8838 -0.7466 0.26
H -2.4385 0.5701 -1.5116 0.34
H 0.5027 1.7835 0.5055 0.27
H 0.9182 -1.6888 -0.7656 0.27
H -3.2950 -0.4351 -0.7314 0.33
H 2.7610 -0.6038 0.1850 0.25
H -0.9361 0.9262 0.6542 0.29
```

Entry 5:
CH8N3O2P | ωB97M-V/def2-TZVPD

## Properties
Total energy (a.u.): -699.0529
Kohn-Sham gap (Eh): 0.3942
Lowest unoccupied orbital energy (eV): 0.8

The geometry in XYZ format:
```
15
Properties=species:S:1:pos:R:3:mulliken_charge:R:1
P -1.1411 -0.4286 0.2381 0.76
O -2.4569 -1.0654 0.4509 -0.69
O -0.0358 -1.2169 1.1720 -0.48
N 1.6138 0.8541 0.4972 -0.58
N -1.3121 1.1728 0.5412 -0.54
N -0.5829 -0.5324 -1.3236 -0.38
C 1.9985 0.3597 -0.5790 -0.31
H -0.6546 -1.7750 1.6198 0.30
H -1.0906 -1.1814 -1.8225 0.22
H 1.7542 0.3895 1.3670 0.23
H 2.0344 0.9275 -1.5500 0.32
H -0.4687 1.7392 0.5025 0.33
H -0.2118 0.1796 -1.9250 0.24
H 2.5227 -0.5212 -0.6211 0.32
H -1.9690 1.0984 1.4326 0.27
```

Entry 6:
CH8N5O | ωB97M-V/def2-TZVPD

## Properties
Total energy (a.u.): -391.4372
Kohn-Sham gap (spin up / spin down) (Eh): 0.2262 / 0.2869
Lowest unoccupied orbital energy (spin up / spin down) (eV): -3.7 / -5.7
Multiplicity: 3
Net charge: +1

The geometry in XYZ format:
```
15
Properties=species:S:1:pos:R:3:lowdin_spin:R:1
O -0.9509 -0.5845 0.8697 0.40
N 1.2684 1.0977 0.0859 0.01
N -1.2248 -1.7464 0.7882 0.53
N -0.9434 -2.4383 -0.2368 0.80
N 1.4260 2.5913 -1.7415 0.00
N -1.7289 -2.4882 1.8420 0.20
C 0.8516 1.5998 -1.0176 0.00
H 2.2142 3.1192 -1.3017 0.00
H 0.4687 0.6195 0.6064 0.00
H 1.9626 1.6008 0.6074 0.00
H 1.0171 2.8760 -2.5531 0.00
H -2.2049 -1.9847 2.6202 0.01
H -0.5778 -1.8193 -0.8771 0.04
H 0.1309 1.0745 -1.5284 0.00
H -1.7088 -3.5174 1.8364 0.01
```

Entry 7:
CH8NO2 | ωB97M-V/def2-TZVPD

## Properties
Total energy (a.u.): -247.8556
Kohn-Sham gap (Eh): 0.4675
Lowest unoccupied orbital energy (eV): -3.5
Net charge: +1

The geometry in XYZ format:
```
12
Properties=species:S:1:pos:R:3:mulliken_charge:R:1
O 1.8735 1.6837 -0.5187 -0.64
O -1.7724 -0.5814 -0.6036 -0.47
N 0.3462 -0.7544 0.1427 -0.42
C -1.1711 -0.7357 0.6132 -0.23
H 0.3878 -0.9617 -0.8823 0.35
H -1.1376 0.0702 1.3257 0.34
H 2.6387 2.1793 -0.5325 0.30
H 0.8372 0.2185 0.3835 0.41
H 1.2856 2.1181 -1.2036 0.33
H -1.4862 -1.6551 1.0295 0.33
H -2.5298 -0.0122 -0.4706 0.33
H 0.7283 -1.5691 0.7167 0.37
```

Entry 8:
CH8NS2 | ωB97M-V/def2-TZVPD

## Properties
Total energy (a.u.): -893.2956
Kohn-Sham gap (spin up / spin down) (Eh): 0.3992 / 0.2764
Lowest unoccupied orbital energy (spin up / spin down) (eV): -9.1 / -12.9
Multiplicity: 2
Net charge: +2

The geometry in XYZ format:
```
12
Properties=species:S:1:pos:R:3:lowdin_spin:R:1
S 0.4486 -1.0281 -1.1292 0.28
S -0.3495 0.6587 -0.3016 0.59
N -0.0195 -1.4734 2.0539 0.00
C -0.4244 1.8850 -1.6405 0.07
H 0.6685 -1.5730 1.2966 0.00
H 1.6098 -0.4493 -1.5270 0.03
H -0.3366 -2.4108 2.3313 0.00
H -0.4677 1.3242 -2.5641 0.01
H 0.4202 -1.0788 2.8937 0.00
H -1.3048 2.4729 -1.4172 0.01
H -0.7155 -0.8441 1.6498 0.00
H 0.4708 2.5167 -1.6457 0.02
```

Entry 9:
CH8Na7O8 | ωB97M-V/def2-TZVPD

## Properties
Total energy (a.u.): -1780.5036
Kohn-Sham gap (spin up / spin down) (Eh): 0.1137 / 0.2475
Lowest unoccupied orbital energy (spin up / spin down) (eV): -7.4 / -7.3
Multiplicity: 2
Net charge: +2

The geometry in XYZ format:
```
24
Properties=species:S:1:pos:R:3:lowdin_spin:R:1
Na 3.2232 -10.1356 -2.2247 0.09
Na 7.1760 -8.6716 -4.0175 0.09
Na 3.3441 -12.3973 -4.7728 0.15
Na 9.6468 -12.1343 -4.6208 0.11
Na 6.4771 -13.0294 -6.3291 0.15
Na 4.6336 -9.2632 -5.7424 0.14
Na 3.7808 -13.9694 -1.8352 0.04
O 7.0919 -12.4180 -3.9100 0.04
O 5.2126 -12.0542 -2.8097 0.02
O 7.5025 -12.8631 -1.1550 0.00
O 7.2705 -15.1123 -4.3160 0.01
O 4.0160 -14.6908 -4.4420 0.04
O 4.6431 -11.5814 -0.2725 0.01
O 5.7266 -10.8262 -4.3336 0.06
O 4.8871 -7.7045 -3.6741 0.02
C 6.0551 -11.7853 -3.6510 0.02
H 4.9381 -11.9174 -1.1189 0.00
H 5.7461 -8.1387 -3.5063 0.00
H 4.9173 -14.4223 -4.1771 0.00
H 7.3138 -14.1949 -4.0463 0.00
H 7.2899 -12.7260 -2.0781 0.00
H 7.8732 -15.5647 -3.7258 0.00
H 6.9953 -13.6352 -0.9041 0.00
H 3.7119 -11.8007 -0.2387 0.00
```

Entry 10:
CH8O3SSi2 | ωB97M-V/def2-TZVPD

## Properties
Total energy (a.u.): -1245.5605
Kohn-Sham gap (spin up / spin down) (Eh): 0.2253 / 0.2322
Lowest unoccupied orbital energy (spin up / spin down) (eV): 0.7 / -4.0
Multiplicity: 3

The geometry in XYZ format:
```
15
Properties=species:S:1:pos:R:3:lowdin_spin:R:1
S 0.8774 0.1843 -0.1424 0.83
Si -0.1940 0.5586 2.6379 0.06
Si -0.2500 0.8450 -2.6494 0.10
O -0.4753 0.7625 -0.4433 0.29
O 1.0237 0.0193 -2.6399 0.15
O 1.0493 0.3386 1.5716 0.31
C 0.6178 -1.5775 -0.2429 0.16
H 0.0506 -1.9925 0.5879 0.02
H -0.5416 2.4236 -2.8035 0.01
H -1.5440 0.2234 -3.0905 0.02
H -0.9660 -0.6977 3.2935 0.01
H 0.3925 1.3551 3.6913 0.01
H -0.1436 -1.4835 -1.1078 0.01
H -1.2921 1.1940 1.8042 0.00
H 1.3956 -2.1531 -0.4665 0.00
```

Entry 11:
CH9F3O3Si4 | ωB97M-V/def2-TZVPD

## Properties
Total energy (a.u.): -1726.9701
Kohn-Sham gap (Eh): 0.4127
Lowest unoccupied orbital energy (eV): 0.4

The geometry in XYZ format:
```
20
Properties=species:S:1:pos:R:3:mulliken_charge:R:1
Si 0.2151 -0.2834 0.0496 0.27
Si -2.2731 -1.8277 -0.9294 0.22
Si 3.0562 -0.8949 1.0996 0.15
Si -1.3928 1.9620 1.4505 0.23
F 1.0999 0.2211 -2.8286 -0.27
F -0.6395 1.5553 -2.1585 -0.23
F 1.4072 1.8930 -1.6118 -0.26
O -0.3121 0.8315 1.1054 0.01
O -0.7579 -1.4455 -0.3821 0.07
O 1.6197 -0.8799 0.3691 0.19
C 0.4889 0.8978 -1.7546 0.53
H 3.7128 0.2632 0.4479 -0.08
H 3.4211 -2.4595 1.1034 -0.07
H -2.7947 1.5804 2.0323 -0.09
H -1.4803 2.6725 0.2072 -0.10
H -2.6112 -2.8457 0.0835 -0.10
H -0.6580 2.4899 2.5463 -0.13
H -1.9428 -2.5390 -2.1207 -0.10
H 2.9816 -0.5835 2.4114 -0.14
H -3.1402 -0.6074 -1.1207 -0.08
```

Entry 12:
CH9Li2N2O4 | ωB97M-V/def2-TZVPD

## Properties
Total energy (a.u.): -468.9133
Kohn-Sham gap (Eh): 0.2719
Lowest unoccupied orbital energy (eV): -4.5
Net charge: +1

The geometry in XYZ format:
```
18
Properties=species:S:1:pos:R:3:mulliken_charge:R:1
O 2.5649 -1.5291 2.1101 -0.69
O -1.7671 1.0327 0.5398 -0.68
O 0.3904 1.6055 -0.9368 -1.17
O -1.6738 0.0053 -2.9693 -0.57
N 0.7696 -2.1523 0.9319 -0.40
N 0.6851 -0.3178 1.9577 -0.34
C 1.4117 -1.3108 1.6616 0.62
Li -0.3570 1.7473 -2.8641 0.89
Li 1.8429 2.7924 -0.3006 0.90
H -0.2310 -2.0247 0.8803 0.24
H 1.3881 -2.8218 0.4967 0.23
H -1.0067 1.3403 0.0465 0.37
H 1.1215 0.2754 2.6489 0.22
H -1.6819 -0.4957 -2.1537 0.30
H 0.5393 0.6451 -0.8371 0.33
H -0.0204 0.0491 1.3350 0.13
H -1.9621 -0.6176 -3.6365 0.32
H -2.0136 1.7766 1.0894 0.29
```

Entry 13:
CH9N2O2 | ωB97M-V/def2-TZVPD

## Properties
Total energy (a.u.): -303.3986
Kohn-Sham gap (spin up / spin down) (Eh): 0.1503 / 0.3214
Lowest unoccupied orbital energy (spin up / spin down) (eV): 0.4 / 0.4
Multiplicity: 2

The geometry in XYZ format:
```
14
Properties=species:S:1:pos:R:3:lowdin_spin:R:1
O 1.0008 2.0815 -1.1536 0.01
O 0.1044 0.9884 1.2110 0.01
N -1.3330 -1.6096 0.9067 0.19
N 0.0762 -0.8054 -0.8410 0.19
C -0.5338 -1.8398 -0.1763 0.53
H 0.9835 3.0168 -1.4001 0.00
H 0.0078 1.6402 1.9137 0.00
H 1.9324 1.9066 -1.0115 0.00
H -1.7794 -2.3689 1.3781 0.00
H 0.5096 -0.8873 -1.7368 0.01
H -0.4874 -2.7813 -0.6982 0.05
H 1.0146 1.1509 0.9687 0.00
H 0.0113 0.1717 -0.5417 0.01
H -1.5069 -0.6637 1.1811 0.01
```

Entry 14:
CH9N3 | ωB97M-V/def2-TZVPD

## Properties
Total energy (a.u.): -207.7251
Kohn-Sham gap (Eh): 0.3730
Lowest unoccupied orbital energy (eV): 1.0

The geometry in XYZ format:
```
13
Properties=species:S:1:pos:R:3:mulliken_charge:R:1
N 0.9245 1.1643 -0.0547 -0.64
N 2.0161 -1.1161 0.3038 -0.61
N -2.5367 0.0350 -0.2701 -0.70
C 0.8720 -0.1704 0.5251 -0.36
H 0.7571 -0.0058 1.6198 0.26
H -2.9673 -0.8450 -0.0069 0.24
H 0.1577 -0.8802 0.2135 0.31
H -3.0042 0.7959 0.2689 0.24
H 0.0227 1.1677 -0.5917 0.26
H 2.7727 -0.5178 0.7022 0.25
H 1.6504 1.2599 -0.8055 0.26
H -2.9066 0.2488 -1.2109 0.24
H 2.2414 -1.1362 -0.6935 0.25
```

Entry 15:
CH9N4 | ωB97M-V/def2-TZVPD

## Properties
Total energy (a.u.): -262.2579
Kohn-Sham gap (Eh): 0.3489
Lowest unoccupied orbital energy (eV): -3.7
Net charge: +1

The geometry in XYZ format:
```
14
Properties=species:S:1:pos:R:3:mulliken_charge:R:1
N 1.0938 -1.7619 -0.4899 -0.74
N -0.5666 -0.2177 0.6728 -0.52
N -0.2965 1.4758 -1.0306 -0.40
N -0.2276 2.0831 1.2514 -0.66
C -0.3524 1.1734 0.2946 0.43
H 1.7072 -2.2616 0.1414 0.33
H -1.4761 -0.5874 0.3638 0.34
H 0.2761 -0.9957 0.1152 0.41
H 0.5499 -2.5004 -0.9037 0.34
H -0.3757 -0.2890 1.6930 0.36
H 1.6592 -1.2264 -1.1703 0.34
H -0.2447 2.4442 -1.1937 0.29
H -0.9163 1.8065 1.9397 0.23
H -0.8304 0.8572 -1.6838 0.25
```

Entry 16:
CH9N4 | ωB97M-V/def2-TZVPD

## Properties
Total energy (a.u.): -262.0077
Kohn-Sham gap (spin up / spin down) (Eh): 0.2532 / 0.2854
Lowest unoccupied orbital energy (spin up / spin down) (eV): -3.2 / -6.0
Multiplicity: 3
Net charge: +1

The geometry in XYZ format:
```
14
Properties=species:S:1:pos:R:3:lowdin_spin:R:1
N 0.0990 1.0979 0.2739 0.37
N -1.1575 -0.9127 -0.1502 0.01
N 0.8216 0.6230 -0.7045 0.68
N 1.7169 -0.8182 -0.0228 0.79
C -1.2109 0.4885 0.4249 0.04
H -2.0091 -1.3190 -0.4378 0.00
H -0.3882 -1.4610 0.4116 0.00
H 2.2741 -1.1070 -0.8868 0.02
H -1.7136 0.5627 1.3946 0.00
H 2.2412 -0.3858 0.7561 0.03
H -2.0291 0.8691 -0.2921 0.02
H 0.4309 1.7857 1.0889 0.01
H 1.5828 1.2049 -0.9222 0.02
H -0.6581 -0.6281 -0.9335 0.00
```

Entry 17:
CH9N5 | ωB97M-V/def2-TZVPD

## Properties
Total energy (a.u.): -316.5602
Kohn-Sham gap (Eh): 0.2512
Lowest unoccupied orbital energy (eV): -7.9
Net charge: +2

The geometry in XYZ format:
```
15
Properties=species:S:1:pos:R:3:mulliken_charge:R:1
N 4.6138 -4.4195 7.7737 -0.57
N -3.5710 7.1329 -8.6942 -0.69
N 3.6188 -5.2329 7.7263 0.28
N -6.0696 5.7000 -9.9005 0.15
N -6.0082 4.6559 -9.5310 0.41
C 3.7381 -6.5175 7.8493 -0.09
H 2.8471 -7.2785 7.7903 0.27
H 4.4562 -3.4703 7.8950 0.28
H -4.2127 7.9125 -8.6602 0.26
H 5.3602 -4.7640 8.4512 0.32
H -3.2361 6.9248 -7.7974 0.23
H -6.1771 3.7255 -9.1916 0.39
H -2.8142 7.3133 -9.3335 0.23
H 4.6969 -6.8629 8.1388 0.23
H 2.7580 -4.8194 7.4838 0.27
```

Entry 18:
CH9NO3 | ωB97M-V/def2-TZVPD

## Properties
Total energy (a.u.): -323.9070
Kohn-Sham gap (Eh): 0.3432
Lowest unoccupied orbital energy (eV): 0.2

The geometry in XYZ format:
```
14
Properties=species:S:1:pos:R:3:mulliken_charge:R:1
O -0.5991 2.3129 1.5000 -0.67
O 0.9967 0.9072 -1.1053 -0.64
O 1.4001 0.3551 1.7855 -0.66
N -1.6829 -2.9797 -1.5977 -0.51
C -0.4643 -2.5675 -1.5588 -0.04
H 1.5379 0.7675 -0.3153 0.36
H -0.8573 3.2245 1.3296 0.32
H 2.2207 0.6633 2.1938 0.34
H -0.2703 -1.5945 -1.0920 0.09
H -1.4153 1.8088 1.4076 0.32
H 0.3538 -3.0754 -2.0672 0.24
H 0.1614 1.1937 -0.7235 0.29
H -2.2043 -2.1158 -1.7907 0.25
H 0.8230 1.0999 2.0341 0.33
```

Entry 19:
CH9O3S | ωB97M-V/def2-TZVPD

## Properties
Total energy (a.u.): -667.4250
Kohn-Sham gap (Eh): 0.2347
Lowest unoccupied orbital energy (eV): 3.6
Net charge: -1

The geometry in XYZ format:
```
14
Properties=species:S:1:pos:R:3:mulliken_charge:R:1
S 0.9951 -0.0279 0.6964 -0.76
O 1.8890 -3.4501 0.9667 -0.65
O -0.6963 4.2578 -0.7401 -0.66
O -3.5504 -1.6139 1.6269 -0.67
C 1.2383 0.4429 -1.0541 -0.76
H -0.1796 3.4393 -0.6113 0.35
H -2.7414 -2.0303 1.3029 0.34
H 0.2503 0.4151 -1.5600 0.16
H 2.1544 -2.6296 1.4039 0.32
H 1.8024 1.3970 -1.1750 0.17
H 1.6437 -0.3881 -1.6696 0.23
H -3.2456 -0.8184 2.0689 0.33
H 1.1493 -3.1086 0.4421 0.30
H -0.7091 4.1149 -1.6976 0.30
```

Entry 20:
CH9O6 | ωB97M-V/def2-TZVPD

## Properties
Total energy (a.u.): -494.8576
Kohn-Sham gap (spin up / spin down) (Eh): 0.3866 / 0.1880
Lowest unoccupied orbital energy (spin up / spin down) (eV): 0.2 / -5.2
Multiplicity: 2

The geometry in XYZ format:
```
16
Properties=species:S:1:pos:R:3:lowdin_spin:R:1
O -1.4792 -1.8144 0.3099 0.03
O -1.5291 -0.8114 2.3001 0.80
O 3.1913 4.3664 -0.5214 0.00
O 0.5741 0.0881 0.4771 0.02
O 2.2827 1.6783 -0.8619 0.00
O -2.9355 -3.5756 -1.1373 0.00
C -1.9635 -1.6069 1.4089 0.09
H -2.4039 -2.9645 -0.6162 0.00
H -2.8671 -3.2632 -2.0549 0.00
H 2.8171 1.0926 -1.3936 0.00
H 0.2345 0.2507 1.3659 0.00
H 2.4423 4.7984 -0.1240 0.00
H -0.0576 -0.6023 0.1772 0.00
H 1.6702 1.0797 -0.4067 0.00
H 2.9135 3.4217 -0.6179 0.00
H -2.8900 -2.1377 1.6946 0.05
```